C15H6N4PdS6 as an isolated structure in a non-equilibrium geometry, computed with ωB97M-V with the def2-TZVPD basis set.

Cartesian coordinates (Å):
Pd  0.13  0.01  0.10
S  -5.88  -0.45  -4.45
N  -5.59  0.54  -3.21
C  -4.39  0.22  -2.74
C  -3.73  0.85  -1.62
C  -4.29  1.90  -0.89
C  -3.59  2.44  0.16
C  -2.33  1.92  0.46
N  -1.78  0.93  -0.23
C  -2.47  0.38  -1.26
C  -1.83  -0.71  -1.99
N  -0.60  -1.11  -1.58
C  0.01  -2.10  -2.22
C  -0.56  -2.76  -3.30
C  -1.81  -2.37  -3.74
C  -2.47  -1.33  -3.07
C  -3.78  -0.84  -3.45
N  -4.52  -1.31  -4.44
H  -5.27  2.27  -1.16
H  -3.98  3.25  0.75
H  -1.75  2.33  1.28
H  0.99  -2.39  -1.86
H  -0.02  -3.56  -3.79
H  -2.30  -2.85  -4.57
S  5.89  0.45  4.46
C  4.55  0.35  3.45
S  3.19  1.39  3.62
C  2.29  0.72  2.31
C  2.89  -0.32  1.61
S  2.20  -1.13  0.29
S  4.46  -0.80  2.17
S  0.76  1.35  1.95

Its charge is +2. The value obtained for the LUMO energy (spin up / spin down) is -6.69 / -11.28 eV. The value obtained for the HOMO energy (spin up / spin down) is -0.5433 / -0.5386 Ha. The value obtained for the energy is -90086.3272 eV. The energy relative to the best compared isomer or geometry (same formula, charge and spin) is 86.0 kJ/mol. The spin multiplicity is 5.